Entry 1:
C29H32CrNO4S | ωB97M-V/def2-TZVPD

Results
* frontier orbital gap (spin up / spin down): 7.0 / 7.7 eV
* ⟨S²⟩: 3.8665
* multiplicity: 4

Structure (XYZ):
```
68
Properties=species:S:1:pos:R:3:forces:R:3:mulliken_charge:R:1
C -0.555 -1.528 2.044 -0.004 -1.175 -0.620 -0.885
C -1.785 -1.664 1.278 1.171 -0.381 0.067 -0.491
C -1.438 -2.043 -0.040 0.885 -0.498 0.728 -0.048
H -2.793 -1.658 1.693 0.387 0.510 -0.258 0.476
C -0.006 -2.147 -0.113 -0.475 -0.493 1.043 -0.608
C 0.544 -1.912 1.194 -2.211 -0.485 -0.203 -0.108
H 0.575 -2.486 -0.958 -0.132 0.230 -0.063 0.485
C -0.555 1.832 1.939 -1.547 1.342 -1.076 -0.449
C -1.848 1.207 1.907 0.367 1.018 0.068 -1.419
C -2.443 1.464 0.650 0.205 0.449 -0.517 -0.600
H -2.313 0.787 2.797 0.017 -0.081 -0.412 0.527
C -1.509 2.191 -0.158 0.150 -0.137 1.518 0.654
C -0.341 2.411 0.640 -1.016 0.649 0.443 -0.681
H -2.130 -2.368 -0.806 0.085 0.559 -0.148 0.448
H 1.543 -2.184 1.498 0.076 0.797 -0.041 0.625
H -0.491 -1.308 3.111 0.032 0.106 -0.588 0.353
H 0.431 3.126 0.363 0.065 -0.618 0.187 0.429
H -3.478 1.294 0.365 0.326 -0.434 0.074 0.515
H -0.022 2.066 2.855 -0.066 -0.336 -0.622 0.401
Cr -0.396 0.000 0.451 -0.328 -0.609 1.108 0.548
C -1.729 2.820 -1.514 -0.143 -0.294 -0.020 2.135
C -1.572 4.349 -1.416 0.112 0.624 -0.084 -1.815
C -3.137 2.503 -2.044 -0.218 -0.135 -0.102 -2.177
H -2.196 4.781 -0.606 0.342 -0.456 -0.389 0.360
H -1.887 4.853 -2.354 0.175 -0.363 0.336 0.450
H -0.524 4.649 -1.224 -0.472 -0.214 -0.022 0.337
H -3.906 3.047 -1.463 0.375 -0.286 -0.231 0.460
H -3.356 1.422 -1.979 0.077 0.403 -0.051 0.310
H -3.236 2.810 -3.100 0.046 -0.051 0.355 0.378
C -0.653 2.246 -2.472 -0.012 0.835 -0.226 -1.355
C -0.751 0.776 -2.702 0.166 -0.504 2.337 0.149
H 0.344 2.431 -2.035 -0.298 -0.077 -0.140 0.297
H -0.689 2.751 -3.453 -0.026 0.052 0.355 0.382
O -0.696 -0.053 -1.756 0.069 1.063 -2.147 0.257
N -0.848 0.373 -3.958 0.697 -0.360 -1.779 0.001
C -0.447 -0.983 -4.336 -0.104 -0.389 0.120 -1.284
H -0.841 1.061 -4.710 0.042 -0.209 0.666 0.323
C -1.558 -1.972 -4.072 -0.263 -0.186 -0.161 0.820
C -1.279 -3.271 -3.631 0.117 0.672 -0.200 -0.284
H -0.221 -3.523 -3.500 -0.465 -0.202 0.150 0.359
C -2.319 -4.159 -3.398 -0.152 0.338 -0.246 -0.668
H -2.104 -5.158 -3.058 -0.025 -0.164 0.070 0.394
C -3.641 -3.756 -3.624 0.235 -0.108 0.130 -0.458
H -4.452 -4.452 -3.452 0.022 0.000 0.040 0.394
C -3.919 -2.475 -4.076 0.264 0.724 -0.351 -0.634
H -4.939 -2.137 -4.266 0.217 -0.291 0.104 0.389
C -2.871 -1.575 -4.323 -0.003 -0.593 0.287 -0.252
H -3.045 -0.566 -4.704 -0.177 -0.349 0.212 0.361
H 0.454 -1.276 -3.772 -0.296 0.194 -0.138 0.329
H -0.192 -0.999 -5.407 -0.077 0.207 0.334 0.481
C 5.725 -0.975 6.402 0.200 -0.159 0.190 -1.419
C 5.055 -0.567 5.131 -0.239 0.028 -0.625 1.010
C 4.267 0.580 5.136 -0.395 0.279 -1.002 -0.676
C 3.614 1.004 3.969 0.198 0.498 0.715 -0.589
C 3.765 0.305 2.779 -0.493 -0.713 -1.109 0.161
C 4.507 -0.872 2.751 0.252 0.373 0.586 -0.412
C 5.177 -1.294 3.940 -0.512 0.657 -0.397 -0.695
S 2.346 0.905 1.497 -3.450 -1.116 1.399 1.319
O 1.305 0.505 2.527 2.425 -0.135 -1.568 -0.551
O 2.503 2.336 1.349 0.884 -0.495 -0.139 -0.691
O 1.777 0.278 0.140 2.622 1.148 2.647 -0.500
H 6.380 -0.178 6.770 -0.030 -0.132 -0.062 0.335
H 4.995 -1.179 7.193 0.072 -0.011 -0.145 0.308
H 6.320 -1.871 6.241 0.099 -0.067 0.141 0.353
H 4.151 1.149 6.057 -0.043 -0.068 -0.214 0.345
H 2.967 1.876 4.022 0.170 -0.166 -0.134 0.320
H 4.558 -1.422 1.820 0.192 -0.198 0.137 0.471
H 5.808 -2.177 3.970 -0.171 -0.016 -0.322 0.302
```
Positions in Å, forces in eV/Å.

Entry 2:
CH5GdO3P2 | ωB97M-V/def2-TZVPD

Results
* frontier orbital gap (spin up / spin down): 7.2 / 8.0 eV
* ⟨S²⟩: 16.7801
* net charge: +2
* multiplicity: 8

Structure (XYZ):
```
12
Properties=species:S:1:pos:R:3:forces:R:3:mulliken_charge:R:1
C 2.268 -0.570 -0.287 -1.611 0.807 0.940 -0.592
P 0.774 -1.492 0.130 0.584 -0.800 0.720 0.049
P -0.889 -0.089 0.111 1.598 -2.504 -0.953 0.852
O -1.171 0.354 1.553 0.302 0.104 -0.541 -0.641
O -0.622 1.345 -0.768 -0.457 -0.329 0.938 -0.412
O -2.166 -0.730 -0.430 -0.608 0.182 -0.615 -0.407
H 2.958 -0.541 0.541 0.739 -0.516 -0.207 0.376
H 2.052 0.430 -0.633 0.467 0.172 -0.683 0.293
H 0.490 -2.382 -0.919 -0.262 0.355 -0.386 0.192
H 0.270 1.726 -0.632 0.473 -0.606 -1.068 0.382
H -2.952 -0.452 0.068 -0.509 -0.413 -0.180 0.362
Gd -1.012 2.400 1.266 -0.717 3.549 2.036 1.545
```
Positions in Å, forces in eV/Å.

Entry 3:
C7H15IO4S | ωB97M-V/def2-TZVPD

Results
* frontier orbital gap: 8.1 eV
* multiplicity: 1
* energy relative to the best compared isomer or geometry (same formula, charge and spin): 28.8 kcal/mol

Structure (XYZ):
```
28
Properties=species:S:1:pos:R:3:forces:R:3:mulliken_charge:R:1
C 0.482 2.781 -1.870 -2.076 1.840 3.765 -1.507
C 0.340 -2.624 -1.315 0.950 1.021 0.252 -1.425
C -1.647 -1.434 -0.262 -1.633 -0.287 -2.634 -1.510
C -0.079 0.808 3.070 -1.922 1.491 0.854 -0.738
C -0.485 1.817 -1.105 -0.191 0.238 -3.079 0.055
C -0.222 -1.851 -0.166 -0.785 0.586 0.198 1.433
C 0.304 0.348 0.684 1.762 3.048 -0.446 0.509
O -0.057 -2.576 1.005 1.073 0.788 1.952 -0.611
O -0.076 0.031 1.932 1.428 -2.624 -2.487 -0.292
O -0.307 1.471 0.244 -0.137 0.271 1.159 -0.347
O 0.513 -0.566 -0.222 0.116 -1.083 0.902 -0.095
S 2.511 1.265 0.708 -1.260 -0.313 0.355 -0.322
I 3.813 -0.583 0.075 0.039 -0.175 0.008 -0.068
H -0.025 3.070 -2.724 -1.702 0.558 -1.785 0.531
H 0.643 3.744 -1.337 0.452 -0.798 -0.170 0.293
H 1.301 2.345 -2.272 3.076 -1.423 -0.305 0.418
H 0.277 -3.612 -0.938 -0.270 -1.386 -0.506 0.435
H 1.439 -2.373 -1.309 -1.104 -0.232 -0.617 0.236
H -0.226 -2.396 -2.244 0.763 -0.414 0.532 0.285
H -1.876 -0.837 -1.187 0.448 -0.593 0.613 0.291
H -2.394 -2.243 -0.241 0.632 -0.009 0.085 0.374
H -1.854 -0.790 0.523 -0.608 1.105 1.703 0.409
H 0.798 1.389 3.357 0.363 -0.347 -0.664 0.289
H -0.329 0.078 3.843 0.064 0.451 0.175 0.247
H -0.939 1.485 2.889 0.476 0.099 0.866 0.320
H -0.332 0.959 -1.825 -1.159 0.170 1.363 0.129
H -1.525 2.292 -1.154 1.392 -1.027 0.062 0.288
H -0.048 -1.998 1.842 -0.188 -0.954 -2.150 0.370
```
Positions in Å, forces in eV/Å.

Entry 4:
C20H48ClIN2O5P2Ta | ωB97M-V/def2-TZVPD

Results
* frontier orbital gap: 6.1 eV
* net charge: -1
* multiplicity: 1

Structure (XYZ):
```
80
Properties=species:S:1:pos:R:3:forces:R:3:mulliken_charge:R:1
C 0.407 -2.260 3.613 -0.661 0.199 -0.386 -1.165
C -0.057 -1.472 2.409 -0.118 -0.043 0.085 0.829
O 0.654 -0.873 1.647 -0.006 -0.114 0.127 -0.461
O -1.411 -1.535 2.236 0.664 0.430 0.319 -0.269
C -1.913 -0.579 1.324 -0.542 0.495 -1.339 0.555
O -2.409 -1.006 0.318 -0.088 -0.259 0.370 -0.617
C -1.839 0.889 1.644 0.470 -0.873 0.748 -1.279
Ta -1.858 1.590 3.840 -1.932 0.943 -1.059 0.709
C -3.286 3.333 3.257 0.783 -0.444 0.900 -1.211
C -4.412 3.568 4.305 -0.017 0.258 -0.259 -0.475
C -5.780 3.118 3.776 0.431 0.245 -0.183 -0.526
Cl -6.845 2.465 5.068 -0.085 0.092 -0.142 -0.236
P -3.798 0.059 4.534 0.869 -0.175 0.350 0.226
C -3.102 -1.239 5.690 -0.831 0.241 0.078 -1.104
O -4.405 -0.807 3.218 0.365 0.013 0.323 -0.492
P 0.155 3.190 3.319 0.434 -0.772 -0.134 0.051
O 1.584 2.431 3.761 -0.410 0.846 0.177 -0.467
I -0.077 5.208 4.745 0.114 -0.050 0.125 -0.256
H 1.397 -1.918 3.890 0.081 -0.123 0.007 0.297
H -0.312 -2.080 4.409 0.122 0.000 0.136 0.180
H 0.380 -3.324 3.371 0.184 0.021 -0.007 0.352
H -0.883 1.233 1.228 0.081 -0.041 0.195 0.366
H -2.604 1.392 1.056 -0.125 -0.132 -0.066 0.358
H -0.563 0.351 4.339 0.315 0.365 -0.101 -0.102
H -1.811 2.195 5.594 -0.146 -0.400 0.117 -0.012
H -2.677 4.239 3.217 -0.122 0.084 -0.428 0.430
H -3.706 3.099 2.276 0.062 0.224 -0.124 0.386
H -4.216 3.101 5.268 0.034 -0.175 -0.059 0.310
H -4.468 4.643 4.503 -0.076 -0.047 0.147 0.354
H -6.298 3.965 3.327 -0.141 -0.043 0.093 0.427
H -5.676 2.372 2.990 -0.058 -0.317 0.301 0.247
H -2.809 -2.141 5.152 0.245 0.129 -0.103 0.290
H -3.869 -1.510 6.422 0.068 -0.118 -0.001 0.410
H -2.270 -0.786 6.225 0.121 -0.129 -0.070 0.289
H -4.987 -1.487 3.569 -0.199 -0.020 -0.172 0.276
H 1.474 2.129 4.669 0.097 -0.354 -0.027 0.308
C 3.272 -1.679 -3.265 0.135 0.022 0.028 -0.659
C 4.522 -1.241 -2.518 -0.091 -0.136 0.057 -0.606
N 4.570 0.187 -2.264 0.068 0.062 -0.076 0.116
C 5.852 0.632 -1.748 0.174 0.040 -0.064 -0.703
C 6.293 0.128 -0.368 0.075 0.088 0.070 -0.986
C 3.397 0.746 -1.605 -0.232 0.019 0.033 -0.649
C 2.994 0.187 -0.235 0.012 0.170 -0.058 -0.267
H 3.177 -1.152 -4.217 0.129 -0.023 0.131 0.299
H 3.320 -2.749 -3.474 0.020 -0.016 0.002 0.480
H 2.368 -1.505 -2.681 0.092 0.005 -0.050 -0.342
H 5.397 -1.501 -3.123 0.063 0.064 0.051 0.533
H 4.596 -1.838 -1.594 0.009 -0.015 -0.002 0.239
H 5.858 1.725 -1.743 -0.091 0.002 0.019 0.359
H 6.615 0.341 -2.479 -0.051 -0.078 -0.018 0.444
H 5.764 0.632 0.439 -0.056 -0.060 -0.008 0.242
H 7.358 0.328 -0.228 -0.003 0.002 -0.024 0.393
H 6.146 -0.947 -0.256 -0.020 -0.005 -0.016 0.273
H 2.548 0.625 -2.283 0.115 -0.032 -0.022 -0.127
H 3.534 1.827 -1.529 0.128 -0.015 0.002 0.426
H 3.071 -0.900 -0.188 -0.029 -0.012 -0.026 0.160
H 1.957 0.444 -0.027 -0.014 -0.032 0.035 0.076
H 3.590 0.608 0.574 0.027 -0.072 0.007 0.318
C 0.368 -0.703 -6.561 0.000 -0.012 -0.016 -1.618
C 0.511 -0.946 -5.066 -0.046 0.014 -0.134 0.042
N -0.574 -0.389 -4.281 -0.029 0.068 0.039 0.072
C -0.310 -0.413 -2.849 0.089 0.131 0.182 -0.099
C -0.184 -1.773 -2.158 -0.031 -0.092 0.107 -1.049
C -1.911 -0.790 -4.680 -0.134 0.010 -0.168 -0.736
C -2.248 -2.288 -4.668 -0.136 -0.006 0.031 -0.992
H 0.293 0.363 -6.778 -0.053 0.001 0.023 0.332
H 1.244 -1.095 -7.081 0.015 0.007 0.007 0.463
H -0.507 -1.204 -6.979 0.001 0.001 -0.009 0.327
H 1.438 -0.470 -4.732 -0.251 -0.006 0.024 0.193
H 0.642 -2.028 -4.898 0.064 -0.015 -0.002 0.248
H -1.086 0.167 -2.343 -0.064 -0.041 -0.047 0.347
H 0.619 0.144 -2.683 -0.055 -0.030 -0.110 -0.190
H -1.152 -2.245 -1.999 -0.013 0.008 -0.011 0.343
H 0.261 -1.636 -1.170 -0.018 0.025 0.014 0.173
H 0.456 -2.463 -2.713 -0.065 0.016 -0.026 0.416
H -2.093 -0.408 -5.688 0.079 -0.009 -0.010 0.434
H -2.626 -0.258 -4.048 0.077 -0.010 0.105 0.385
H -1.439 -2.896 -5.077 0.023 0.022 -0.010 0.224
H -3.135 -2.471 -5.279 0.012 0.015 -0.010 0.389
H -2.473 -2.647 -3.665 0.091 -0.030 0.013 0.295
```
Positions in Å, forces in eV/Å.

Entry 5:
C20H28N5OPdSSe | ωB97M-V/def2-TZVPD

Results
* frontier orbital gap (spin up / spin down): 9.0 / 5.7 eV
* ⟨S²⟩: 6.0300
* net charge: +3
* multiplicity: 5

Structure (XYZ):
```
57
Properties=species:S:1:pos:R:3:forces:R:3:mulliken_charge:R:1
Pd 0.168 -0.520 0.129 0.402 -0.357 -0.077 0.540
C 5.546 -0.221 0.858 -0.032 0.031 0.013 -1.262
C 4.352 -0.080 1.721 0.086 -0.025 0.016 0.884
N 4.343 0.015 3.016 -0.128 0.008 -0.041 -0.590
N 3.033 0.120 3.362 0.090 -0.019 0.071 0.248
C 2.219 0.072 2.326 -0.154 0.105 -0.029 0.491
S 0.491 0.141 2.297 0.162 -0.072 0.067 -0.291
N 3.040 -0.047 1.262 -0.023 0.007 -0.060 0.512
N 2.555 -0.115 -0.051 0.033 0.062 0.055 -0.911
H 6.426 -0.270 1.495 0.003 0.005 -0.004 0.351
H 5.650 0.632 0.186 0.004 0.001 -0.001 0.348
H 5.498 -1.136 0.265 0.005 -0.008 0.007 0.369
H 2.782 0.199 4.341 0.005 0.003 0.001 0.192
H 2.792 0.752 -0.530 0.044 -0.017 -0.027 0.279
H 3.023 -0.884 -0.527 -0.023 -0.020 -0.006 0.290
O -0.265 0.250 -1.959 -0.176 -0.159 0.055 -0.455
C -1.493 -0.310 -2.519 -0.103 0.075 -0.084 -0.468
C -1.327 -1.751 -2.953 0.083 0.021 0.075 -0.560
C -0.815 -2.655 -1.826 -0.095 -0.007 -0.029 -1.025
C -1.759 -2.710 -0.660 0.097 0.061 0.114 0.931
C -2.827 -3.590 -0.616 0.000 -0.033 0.013 -0.700
C -3.675 -3.582 0.479 -0.009 0.003 0.001 -0.363
C -3.437 -2.685 1.512 -0.017 -0.023 0.004 -0.881
C -2.362 -1.832 1.407 0.059 0.050 -0.016 -0.251
N -1.539 -1.838 0.344 -0.267 0.080 -0.107 0.202
H 0.394 0.284 -2.666 0.062 0.049 0.067 0.280
H -1.815 0.316 -3.350 0.062 0.036 0.003 0.399
H -2.224 -0.217 -1.716 -0.016 0.000 -0.013 0.300
H -0.653 -1.825 -3.809 -0.015 0.061 -0.016 0.350
H -2.306 -2.094 -3.297 0.033 -0.066 -0.020 0.430
H 0.164 -2.294 -1.470 0.052 -0.082 -0.065 0.100
H -0.628 -3.656 -2.213 -0.037 -0.015 0.021 0.486
H -2.979 -4.286 -1.430 0.011 -0.005 0.002 0.476
H -4.507 -4.272 0.531 0.001 -0.001 -0.002 0.460
H -4.067 -2.654 2.389 0.004 0.000 0.002 0.448
H -2.134 -1.125 2.194 -0.015 0.003 0.000 0.345
C -5.351 7.408 -0.059 0.029 -0.003 0.030 -1.387
C -4.480 6.212 0.018 -0.045 0.003 0.022 0.658
C -4.854 4.999 -0.608 -0.006 0.006 0.027 -0.919
C -4.057 3.892 -0.563 0.038 0.017 0.037 0.765
C -4.436 2.619 -1.258 0.013 0.009 -0.003 -1.844
C -2.820 3.996 0.157 -0.022 0.065 -0.032 0.648
Se -1.718 2.526 0.208 -0.118 0.180 -0.003 0.266
C -2.416 5.204 0.816 -0.022 -0.068 -0.010 0.489
C -1.120 5.310 1.565 -0.024 0.026 -0.006 -1.501
C -3.261 6.274 0.733 -0.018 0.014 -0.002 -0.524
H -6.244 7.240 -0.654 -0.001 -0.003 -0.001 0.381
H -4.791 8.251 -0.475 -0.003 -0.002 -0.010 0.386
H -5.644 7.716 0.950 -0.010 -0.005 -0.002 0.384
H -5.802 4.954 -1.130 0.012 0.012 -0.023 0.391
H -5.487 2.624 -1.535 0.002 0.005 -0.009 0.419
H -4.267 1.746 -0.621 -0.021 0.003 0.014 0.438
H -3.852 2.500 -2.175 0.002 -0.006 0.001 0.360
H -0.578 4.363 1.620 -0.010 -0.008 0.008 0.348
H -1.297 5.647 2.587 0.000 0.000 0.001 0.379
H -0.466 6.039 1.086 0.008 -0.007 -0.004 0.358
H -2.997 7.201 1.229 0.008 0.011 -0.026 0.550
```
Positions in Å, forces in eV/Å.

Entry 6:
C5H9N2 | ωB97M-V/def2-TZVPD

Results
* frontier orbital gap: 11.2 eV
* net charge: +1
* multiplicity: 1
* energy relative to the best compared isomer or geometry (same formula, charge and spin): 149.8 kcal/mol

Structure (XYZ):
```
16
Properties=species:S:1:pos:R:3:forces:R:3:mulliken_charge:R:1
C -0.567 -0.031 -1.882 -0.101 0.682 1.311 -0.314
C -0.510 1.261 -1.179 -0.475 3.529 -3.494 -0.383
N 0.365 0.215 -0.668 1.907 0.663 -1.837 0.095
C 0.212 -0.348 0.627 1.128 -2.146 4.323 0.060
C -0.168 0.254 1.974 -1.161 -3.119 0.684 -0.392
N 1.257 -0.071 1.742 -0.958 1.067 -1.008 -0.370
C 1.107 -1.444 1.374 0.065 1.944 -4.091 -0.421
H -1.407 -0.667 -1.761 -0.340 -0.666 0.614 0.267
H -0.095 -0.082 -2.828 0.765 -0.277 -0.550 0.280
H -0.015 2.095 -1.914 -0.752 -1.987 2.494 0.266
H -1.398 1.713 -0.689 1.010 -0.948 0.411 0.319
H 1.370 0.386 -1.012 -1.662 -0.539 1.072 0.423
H -0.572 1.220 2.070 0.575 1.650 -0.181 0.358
H -0.763 -0.400 2.761 1.301 0.830 -1.937 0.229
H 0.720 -2.194 1.941 -1.935 -1.447 2.110 0.316
H 1.844 -1.925 0.735 0.632 0.764 0.079 0.266
```
Positions in Å, forces in eV/Å.

Listing E for the structures above in their given order: -2922.54539; -1714.51410; -1272.46030; -2774.09245; -4054.39460; -304.99137 Eh.